Entry 1:
C34H55ClCuN8OSSi2 | ωB97M-V with the def2-TZVPD basis set

The geometry in XYZ format:
```
103
Properties=species:S:1:pos:R:3:forces:R:3
H 5.153 1.531 3.491 -0.0202 0.2042 0.1904
N 4.031 -1.351 0.094 0.5266 -0.1577 0.1306
H -3.391 0.164 -3.011 0.0011 -0.1038 -0.0817
H 1.615 0.998 5.359 -0.1754 -0.0144 0.0930
H 5.083 -0.161 3.056 0.0615 -0.2805 0.0381
C 0.622 -2.277 1.487 -0.1179 -0.2795 -0.8091
C -1.050 -4.460 -0.997 0.4750 0.4583 0.3155
H -3.735 3.554 1.009 -0.0865 0.0198 -0.0254
H -1.114 -2.100 -3.192 0.0275 -0.1990 -0.2097
C 1.237 -1.399 2.473 0.4406 0.6262 0.2661
O -4.175 4.319 -1.342 -0.0951 0.2950 0.0169
N 2.022 -0.366 2.119 -0.3079 -0.3008 0.4545
H -4.024 3.701 -3.575 -0.0019 0.0278 -0.0793
C 6.475 -0.664 0.590 0.6093 0.1327 0.1605
H -5.697 1.218 -1.133 -0.1028 -0.0301 0.0571
C -0.950 -1.739 -2.181 0.5930 -0.3752 0.4798
N -1.071 2.517 0.919 -0.3692 0.5362 0.7668
H -2.135 0.862 -2.008 0.0662 -0.0955 -0.0203
H -7.786 -0.404 2.073 -0.1051 -0.0268 0.0393
H -2.609 2.659 -3.748 0.1553 0.0159 -0.1144
C -4.575 0.295 1.237 0.0347 -0.0571 -0.0331
H 0.052 1.211 2.106 0.0599 -0.0722 0.2134
H 6.418 0.031 -4.007 0.0179 0.0075 0.0492
C -3.584 1.415 1.078 -0.1611 -0.0764 0.0457
Cu 1.974 -0.469 0.089 0.1605 0.6360 -0.9028
H -3.549 0.103 -1.265 0.0387 -0.1382 0.1284
N 5.000 0.455 -2.518 0.0282 -0.4818 0.0995
H 3.190 1.761 5.405 0.1098 0.1792 -0.1899
C 5.113 -1.044 0.327 -0.5919 -0.3783 -0.2118
H 4.033 2.151 -1.944 0.0157 0.1396 -0.0191
H 6.702 -0.838 1.642 0.0483 0.0778 -0.0641
C 4.666 0.815 2.837 -0.6951 -0.0737 -0.0038
C 0.111 -2.663 4.252 0.4132 0.5215 0.2253
N 4.272 -1.597 -2.856 -0.0069 0.1768 -0.0078
H 1.422 -1.041 4.567 0.0283 0.0853 0.1439
H 3.076 0.018 5.476 0.0367 -0.1827 0.1293
H -2.712 1.007 0.577 -0.0400 -0.0624 0.0705
H -5.723 1.033 -2.878 -0.0332 -0.0124 -0.0789
Cl -7.300 -3.197 2.064 -0.2169 -0.2622 0.0378
H -6.300 1.499 1.670 -0.0312 0.1103 -0.0151
N 0.415 1.153 0.003 0.1783 -0.1620 -0.3884
C -5.461 1.716 -2.071 0.2972 0.0823 0.0787
H 1.182 -4.489 -2.886 -0.1562 -0.1489 -0.0423
H -0.087 -2.801 5.307 0.0444 0.0054 0.0284
C -5.908 0.497 1.571 0.0882 -0.0534 -0.0345
C 2.643 0.903 5.017 -0.1903 -0.3516 -0.6038
H -1.948 -4.184 -0.451 -0.1860 0.0028 0.1372
H -3.061 -1.193 0.931 0.1298 -0.0081 -0.0599
C -0.182 1.838 -0.951 0.0501 -0.0010 0.4365
H -0.585 -5.302 -0.489 0.0469 -0.1413 0.1180
H -1.373 -4.815 -1.974 0.1164 0.1494 -0.2232
H 5.805 2.255 -1.866 0.0798 -0.0206 0.0054
N 0.841 -2.128 0.173 -0.3327 -0.2680 0.6535
C -2.066 3.502 -1.043 -0.8039 0.5539 -0.2095
H -1.924 -1.625 -1.720 -0.2081 0.0187 0.1971
H -2.072 4.466 -0.527 0.1526 -0.1175 -0.0447
H 0.054 1.788 -1.994 -0.0496 0.0051 -0.3097
C -3.960 2.044 -2.156 -0.0960 0.0750 -0.1502
H -4.175 2.103 -4.309 -0.0151 -0.1165 -0.0739
H -5.142 2.734 0.369 -0.0380 0.0800 -0.0129
H -0.485 -0.765 -2.252 0.1388 0.2434 -0.0034
H -1.156 -4.287 3.619 -0.0178 -0.0341 -0.0302
C 5.711 -1.729 -2.915 0.2338 -0.2138 -0.0036
H 1.772 -2.855 -3.075 0.0233 0.2124 -0.1271
C 2.265 2.629 2.611 0.1139 -0.7292 -0.0478
C -6.753 -0.572 1.812 -0.0359 -0.0391 0.0083
H 7.166 -1.247 -0.019 -0.0433 0.0277 -0.0179
C -0.489 -3.495 3.305 -0.2233 -0.2875 -0.5532
H 4.912 1.086 1.817 0.0341 0.0674 -0.2633
H 6.102 -2.238 -2.025 -0.0392 0.0330 -0.0955
H -1.770 3.683 -2.076 0.1515 -0.0530 0.0761
H 7.028 -0.058 -2.343 0.0555 -0.0096 -0.0443
C -0.227 -3.299 1.977 -0.4152 -0.4226 0.6213
C -3.674 2.673 -3.530 -0.0577 0.0360 0.2155
C 3.902 -0.334 -2.544 0.1702 0.0568 -0.4878
Si 2.771 0.839 3.098 0.9148 1.1952 0.4363
C -3.563 3.063 -1.032 -0.0404 -0.3368 0.1564
C -3.205 0.716 -2.091 -0.1561 0.2957 0.0602
C 6.167 -0.265 -2.981 0.1564 -0.0447 -0.1603
C -4.932 -2.092 1.406 -0.0754 0.0474 0.0014
H -4.550 -3.099 1.352 0.0084 -0.1515 0.0114
H 3.023 3.337 2.936 0.2104 -0.0088 0.2142
H 4.975 2.345 -3.437 0.0209 0.0032 -0.0259
C 4.961 1.884 -2.446 -0.1604 0.2228 0.0706
C 0.951 -1.665 3.831 -0.4175 -0.4655 0.6558
H 2.409 -3.893 -1.791 0.2144 -0.0582 0.2322
C -0.177 1.589 1.134 -0.1753 0.2287 -0.4418
Si 0.136 -2.951 -1.175 -0.3914 -0.3113 -1.2781
C -6.258 -1.861 1.733 0.1823 0.1531 -0.0572
C -4.051 2.710 0.394 0.2368 -0.0134 -0.0376
H 2.174 2.741 1.537 -0.0407 0.0063 -0.2911
H -3.258 1.672 2.091 0.1097 0.0093 -0.1502
H -6.091 2.600 -2.175 -0.1028 0.0460 -0.0261
H 6.596 0.398 0.372 0.0997 -0.0522 0.0390
C -4.103 -1.013 1.160 -0.1791 0.0315 0.0406
C 1.516 -3.611 -2.340 -0.3984 0.3566 0.4395
S 2.347 0.182 -2.323 -0.4882 0.0998 0.0750
H 6.002 -2.290 -3.805 0.1097 0.0240 0.1549
H -0.691 -3.947 1.256 -0.0432 -0.1043 -0.0607
H 1.322 2.931 3.056 -0.1534 0.0501 0.0874
H -5.131 4.199 -1.387 0.1063 -0.0396 0.0433
H 3.677 -2.371 -2.601 -0.0661 0.1738 -0.0386
N -1.100 2.656 -0.410 0.5324 -0.4180 -0.1846
```
Forces are in eV/Å.

Net charge: 0
Multiplicity: 2
HOMO-LUMO gap (spin up / spin down): 6.5 / 6.2 eV

Here are the Mulliken charges for atoms 1 to 8, given in e: H 0.4160; N -0.3127; H 0.7989; H 0.4231; H 0.2436; C 1.3059; C -1.3620; H 0.1187

---

Entry 2:
C5H10O | ωB97M-V with the def2-TZVPD basis set

The geometry in XYZ format:
```
16
Properties=species:S:1:pos:R:3:forces:R:3
C 0.144 0.497 0.262 -0.1795 -0.2379 -0.0125
H 0.342 2.272 1.053 0.0753 -0.0155 -0.0767
C 0.373 -1.253 -0.987 -0.0142 -0.1587 -0.1034
O 0.917 1.617 0.643 -0.0736 0.1983 0.0955
H 1.078 -1.736 -1.669 -0.1213 0.0757 0.1105
H 0.681 -1.464 1.264 0.0268 0.0982 -0.1277
C -1.208 0.493 0.960 -0.0351 0.0222 0.0318
H 0.846 0.745 -1.786 -0.0921 -0.0818 0.0810
C 0.912 -0.834 0.398 0.0820 -0.0448 0.1285
H 1.987 -0.633 0.374 -0.1452 -0.0371 -0.0208
H -1.077 0.549 2.048 -0.0021 -0.0328 -0.1408
H -1.772 -0.418 0.733 0.1168 0.1205 -0.0026
H -0.918 0.463 -1.750 0.1523 -0.0262 0.0942
H -1.816 1.347 0.632 0.1076 -0.1025 0.0465
C 0.035 0.230 -1.261 -0.0268 0.1263 -0.1001
H -0.524 -1.876 -0.915 0.1292 0.0963 -0.0033
```
Forces are in eV/Å.

Net charge: 0
SMILES string: CC1(O)CCC1
HOMO-LUMO gap: 10.9 eV

Here are the Mulliken charges for atoms 1 to 8, given in e: C 1.4003; H 0.3237; C -0.5240; O -0.5800; H 0.3067; H 0.3022; C -1.7369; H 0.2797

---

Entry 3:
C5H7NO | ωB97M-V with the def2-TZVPD basis set

The geometry in XYZ format:
```
14
Properties=species:S:1:pos:R:3:forces:R:3
C -0.101 0.583 0.081 0.1973 -0.2491 0.0696
H 0.136 1.564 0.514 -0.0340 -0.1358 -0.1842
H 2.522 -0.252 1.849 -0.0390 0.1610 0.1657
N 0.464 -0.410 0.611 -0.4071 0.1119 -0.2564
H -1.835 1.226 -0.996 0.0776 -0.1226 -0.0318
C -0.960 0.584 -1.146 -0.0443 -0.0163 -0.0965
H 0.944 0.269 2.712 0.4573 0.1758 0.2195
C 1.784 0.546 2.045 0.2221 0.2410 0.3024
H -0.337 1.073 -1.905 -0.2209 -0.0307 -0.1073
O 1.939 1.683 1.638 0.0084 -0.2925 0.3000
H -1.859 -2.888 -2.172 0.0519 0.1409 0.0512
C -1.336 -0.761 -1.574 -0.1618 -0.5047 -0.2295
C -1.599 -1.895 -1.878 0.0558 0.4725 0.0899
H 0.239 -1.323 0.223 -0.1632 0.0486 -0.2927
```
Forces are in eV/Å.

Net charge: 0
SMILES string: [H]/N=C\CC#C.C=O
HOMO-LUMO gap: 10.0 eV

Here are the Mulliken charges for atoms 1 to 8, given in e: C -0.1027; H 0.4250; H 0.2322; N -0.4769; H 0.3210; C -0.5739; H 0.2551; C -0.0619

---

Entry 4:
C6H12O2 | ωB97M-V with the def2-TZVPD basis set

The geometry in XYZ format:
```
20
Properties=species:S:1:pos:R:3:forces:R:3
H -1.613 1.135 0.654 -0.0500 0.0509 -0.1021
C 0.229 1.850 -0.263 0.5423 0.0303 -0.3595
H 0.859 1.149 1.753 0.0647 -0.0648 0.0613
H 0.310 2.588 -2.300 0.0302 -0.0718 0.1147
H 0.695 -3.774 1.277 -0.1936 -0.1416 0.0338
C -1.202 1.332 -0.343 -0.3909 -0.1236 0.2433
C 0.868 1.912 -1.645 0.2118 0.0184 -0.1984
H 0.220 -3.219 -0.345 -0.0206 -0.1723 0.1122
C -0.540 -2.043 1.239 -0.7599 0.1076 1.6621
H -0.619 -1.234 0.500 -0.0105 0.2018 0.0446
O 1.788 0.078 0.307 -1.0893 1.4343 0.5834
H -1.254 0.397 -0.912 0.1060 0.1457 0.0576
H 1.900 2.273 -1.579 -0.1514 -0.0570 -0.0531
H -1.851 2.057 -0.843 0.1239 -0.0664 0.0861
H 0.227 2.856 0.172 -0.1009 -0.0586 0.0838
O -0.842 -1.851 2.411 0.5300 -0.1615 -1.6202
H 0.894 0.924 -2.119 -0.0206 0.1591 0.1603
C 1.036 0.976 0.677 0.7169 -1.3430 -0.6907
H -0.982 -4.040 0.677 0.1017 -0.0590 0.1215
C -0.123 -3.365 0.683 0.3601 0.1715 -0.3409
```
Forces are in eV/Å.

Net charge: 0
SMILES string: CC(C)C=O.CC=O
HOMO-LUMO gap: 10.7 eV

Here are the Mulliken charges for atoms 1 to 8, given in e: H 0.3972; C 0.8681; H 0.3838; H 0.4071; H 0.2849; C -1.5036; C -1.3891; H 0.2967